Here is a cluster of 2 separate species, C5H12FIN2 in total from OMol25. Energies are from ωB97M-V/def2-TZVPD.

## Properties
* orbital gap (spin up / spin down): 8.7 / 8.7 eV
* charge: 0
* HOMO level (spin up / spin down): -0.2921 / -0.2921 hartree
* lowest unoccupied orbital energy (spin up / spin down): 0.748 / 0.748 eV

```
21
Properties=species:S:1:pos:R:3:forces:R:3:nbo_charge:R:1
C -0.315 1.481 2.351 1.605 0.209 1.120 -0.61
C -0.352 0.663 1.119 -4.452 1.086 -1.741 -0.39
C -0.680 1.516 -0.187 -1.848 0.475 2.926 -0.40
C -0.817 0.589 -1.366 1.551 -2.357 0.851 -0.48
C 0.565 0.078 -1.651 0.489 -2.024 0.120 0.51
N 0.250 -2.326 -1.307 -0.152 -0.568 0.092 -0.65
N 0.903 -1.199 -1.491 1.294 1.316 -1.930 -0.26
F 1.657 0.876 -1.790 -0.710 0.051 -0.104 -0.32
I 1.930 -4.719 1.026 0.032 0.027 -0.070 -0.19
H 0.078 0.829 3.182 -0.627 1.025 -0.459 0.22
H -1.193 2.034 2.598 -1.177 -0.320 0.360 0.21
H 0.365 2.326 2.199 0.577 -0.270 0.145 0.20
H -1.245 -0.055 1.139 1.600 0.392 0.283 0.19
H 0.563 0.203 1.009 1.833 -1.477 -0.440 0.20
H -1.667 2.106 -0.021 1.344 -1.155 -0.149 0.20
H 0.054 2.326 -0.221 0.242 -0.320 -0.809 0.22
H -1.322 -0.490 -1.143 0.353 3.123 -0.283 0.22
H -1.255 1.124 -2.166 -0.544 0.013 -1.206 0.24
H -0.759 -2.165 -1.284 0.297 0.131 0.124 0.32
H 1.336 -3.798 -0.177 -0.168 0.091 0.026 0.14
H 1.903 -1.398 -1.819 -1.537 0.552 1.143 0.42
```
Forces are in eV/Å.